1.
Entry from the OMol25 dataset: C38H59Cl45F5INO4PS2 as an isolated structure in a non-equilibrium geometry (ωB97M-V with the def2-TZVPD basis set).

Each line ends with the Mulliken charge.
Positions of all 156 atoms, in Å:
C: 2.7432 -3.0417 1.5700  0.6207
C: 1.5486 -2.0463 1.5338  0.0587
C: 2.0652 -0.6067 1.2708  -0.8201
I: 1.2675 0.6337 2.9029  -0.0765
N: 1.5748 0.0085 0.0505  1.4932
C: 1.9400 -0.8046 -1.1555  -1.7004
C: 1.9165 0.0244 -2.4512  1.8506
O: 0.7162 0.0019 -3.2045  -0.3266
C: -0.3609 0.6529 -2.6789  0.1032
C: -0.1062 2.0100 -2.0077  -1.0049
C: 0.7188 3.0097 -2.8576  -1.2819
C: 1.8713 3.6599 -2.0564  -0.1516
C: 1.4208 4.3252 -0.7537  -0.4388
C: 2.6057 4.8940 0.0525  -0.5234
C: 3.6858 3.8430 0.3781  0.7498
C: 4.3399 4.0334 1.7632  -1.3192
C: 3.6827 3.0529 2.7566  0.0528
C: 4.3591 3.0245 4.1455  -0.9959
C: 3.3557 2.5014 5.1977  -0.3464
O: 3.6539 1.1653 5.5214  -0.3106
C: 2.6732 0.5954 6.3583  -0.7134
P: -1.3760 -0.5188 -1.5645  0.6617
S: -1.3267 -2.3718 -2.1918  -0.3951
S: -1.4726 0.9304 -4.1816  1.3908
O: -0.5994 1.4149 -5.2005  -0.7446
O: -2.0941 -0.2570 -4.6486  -0.6467
C: -2.7509 2.2559 -3.9389  0.6460
F: -3.3286 2.3866 -5.1161  -0.2491
F: -2.2919 3.4443 -3.6293  -0.2373
C: -3.9359 1.9102 -2.9717  0.5074
F: -4.4113 0.7272 -3.1638  -0.2272
F: -4.9137 2.7452 -3.3059  -0.2917
F: -3.6629 2.1689 -1.7280  -0.2169
C: 2.9873 -0.5976 -3.4079  -0.5465
C: 2.9832 -2.1370 -3.4059  -2.0222
C: 4.3788 0.0504 -3.2520  -0.7786
C: 5.1724 -0.3406 -1.9901  -0.3841
H: 2.3558 -4.0197 1.2606  -0.5092
H: 3.0325 -3.1713 2.6147  0.5145
H: 3.5736 -2.7366 0.9348  -0.8811
H: 0.7691 -2.3232 0.8210  -0.4033
H: 1.1054 -2.0697 2.5248  0.8757
H: 3.1564 -0.5422 1.3401  0.7701
H: 2.0880 0.8774 -0.0769  -1.1766
H: 1.2370 -1.6413 -1.1721  0.3199
H: 2.9213 -1.2413 -0.9375  0.4311
H: 2.3230 1.0125 -2.2094  -1.0517
H: 0.4337 1.8808 -1.0668  -0.0666
H: -1.0804 2.4090 -1.7002  0.8493
H: 1.1669 2.4563 -3.6847  0.5261
H: 0.1358 3.8371 -3.2567  0.6460
H: 2.6695 2.9503 -1.8152  -0.3563
H: 2.3348 4.4375 -2.6728  0.6661
H: 0.6959 5.1231 -0.9474  0.4606
H: 0.9036 3.6356 -0.0712  0.2642
H: 2.2134 5.2447 1.0205  -0.3814
H: 3.0190 5.7799 -0.4387  0.4656
H: 4.4613 3.8436 -0.3945  0.4439
H: 3.2230 2.8465 0.3548  -0.8782
H: 5.3962 3.7416 1.7192  0.3828
H: 4.3155 5.0646 2.1244  0.4276
H: 3.7800 2.0509 2.3285  -0.2183
H: 2.6153 3.2909 2.8091  0.5483
H: 4.7037 4.0266 4.3985  0.4201
H: 5.1655 2.2911 4.1059  0.3674
H: 3.4466 3.1179 6.1070  0.3360
H: 2.3270 2.5912 4.8249  0.2824
H: 2.6225 -0.4725 6.1450  0.1945
H: 1.6986 1.0357 6.1131  0.3107
H: 2.8793 0.7593 7.4220  0.3000
H: -2.7332 -0.1331 -1.5284  -0.0058
H: -0.8989 -0.4845 -0.2349  0.0796
H: 2.6380 -0.3067 -4.4078  1.2205
H: 3.3528 -2.5709 -4.3341  0.1885
H: 2.0097 -2.5561 -3.1461  0.4167
H: 3.6653 -2.4761 -2.6174  0.6455
H: 4.2668 1.1308 -3.3709  0.6017
H: 4.9696 -0.2943 -4.1107  0.4875
H: 6.1226 0.1984 -2.0219  0.6060
H: 5.3308 -1.4078 -1.8676  -0.7181
H: 4.6511 0.0847 -1.1223  0.0767
C: 5.2687 -2.4519 -4.8927  0.0820
Cl: 4.3908 -1.0338 -5.4709  -0.1848
Cl: 6.7147 -2.7289 -5.8661  -0.1504
Cl: 5.6896 -2.2717 -3.1878  -0.0716
H: 4.6227 -3.3136 -4.9920  0.4737
C: -0.4660 7.4299 1.5180  -0.0793
Cl: -1.3003 5.9280 1.1162  -0.0778
Cl: 1.2420 7.1297 1.8507  -0.0784
Cl: -0.6430 8.6075 0.2134  -0.1641
H: -0.9194 7.8400 2.4104  0.3993
C: -5.9212 5.2538 -5.8756  0.6661
Cl: -5.7026 4.4474 -7.4282  -0.1268
Cl: -4.9999 6.7576 -5.8201  -0.1280
Cl: -7.6344 5.5636 -5.5700  -0.1293
H: -5.5515 4.5991 -5.0973  -0.2839
C: -9.7247 7.7570 -7.7154  0.5128
Cl: -8.8647 9.0957 -8.4761  -0.1269
Cl: -10.6310 8.3229 -6.3035  -0.1335
Cl: -10.7998 6.9699 -8.8712  -0.1167
H: -8.9947 7.0303 -7.3816  -0.1306
C: 6.2731 -3.3741 1.3886  0.0200
Cl: 5.6618 -4.9568 0.9112  -0.1093
Cl: 8.0116 -3.4445 1.6883  -0.1261
Cl: 5.8979 -2.1556 0.1631  -0.0476
H: 5.7825 -3.0859 2.3090  0.3294
C: 1.8526 11.3327 -0.0257  0.6591
Cl: 1.2199 12.8368 -0.6988  -0.1272
Cl: 3.2584 10.7811 -0.9397  -0.1258
Cl: 2.2560 11.5319 1.6811  -0.1222
H: 1.0834 10.5775 -0.1022  -0.2572
C: -14.5392 7.8228 -6.0275  0.3873
Cl: -14.9751 6.9310 -4.5674  -0.1261
Cl: -14.5724 6.7648 -7.4378  -0.1133
Cl: -15.6145 9.2037 -6.2575  -0.1262
H: -13.5304 8.1948 -5.9091  -0.0188
C: 6.0972 -7.9647 3.9136  -0.0586
Cl: 4.4545 -8.1437 3.2898  -0.0467
Cl: 7.0640 -9.3966 3.5386  -0.1062
Cl: 6.8331 -6.5004 3.2610  -0.0798
H: 6.0451 -7.8643 4.9902  0.2955
C: -5.6327 -2.4652 -1.2401  -0.1767
Cl: -6.5696 -3.9554 -1.1510  -0.0533
Cl: -6.4667 -1.1540 -0.3940  -0.1491
Cl: -4.0157 -2.7155 -0.5742  0.0582
H: -5.5332 -2.1835 -2.2808  0.3144
C: 1.0597 -7.6607 4.9347  -0.1258
Cl: -0.5775 -7.7059 5.5958  -0.0751
Cl: 1.4898 -6.0392 4.3867  0.0232
Cl: 2.2386 -8.2299 6.1147  -0.0715
H: 1.0988 -8.3214 4.0781  0.2609
C: -8.4649 -5.6512 1.7587  0.0386
Cl: -8.3256 -6.3760 0.1512  -0.1378
Cl: -8.9917 -6.8554 2.9366  -0.1310
Cl: -6.9369 -4.9237 2.2592  -0.0696
H: -9.2131 -4.8714 1.7139  0.2966
C: -5.1388 -0.2976 2.8923  0.6901
Cl: -5.8362 1.3204 2.7447  -0.1378
Cl: -3.3973 -0.2008 3.1515  -0.0556
Cl: -5.9178 -1.1919 4.1988  -0.1350
H: -5.3105 -0.8297 1.9665  -0.3754
C: 4.1431 -11.4835 6.8340  -0.0857
Cl: 2.5046 -11.6919 6.2156  -0.0787
Cl: 5.1181 -12.9097 6.4766  -0.1296
Cl: 4.9059 -10.0316 6.1631  -0.0504
H: 4.0869 -11.3702 7.9082  0.3254
C: -2.9915 -10.8099 7.2839  -0.0366
Cl: -3.7482 -9.3887 6.5584  -0.1055
Cl: -1.5081 -11.2350 6.4261  -0.0681
Cl: -2.6614 -10.5326 8.9951  -0.1244
H: -3.6801 -11.6397 7.2011  0.3378
C: -0.8526 -5.7890 0.8951  -0.2045
Cl: -1.5805 -4.1973 0.7439  -0.0179
Cl: 0.8863 -5.6171 1.1548  -0.0973
Cl: -1.6034 -6.7113 2.2013  -0.1003
H: -1.0051 -6.3262 -0.0316  0.3308

Calculated values
Charge: 0
2S+1: 1
Highest occupied orbital energy, eV: -8.645
Frontier orbital gap, eV: 8.651

2.
Entry from the OMol25 dataset: a 8-piece molecular cluster, C38H59N3O14 overall (ωB97M-V with the def2-TZVPD basis set).

Each line ends with the Mulliken charge.
Positions of all 114 atoms, in Å:
C: -1.4801 0.6153 0.6708  -0.9593
C: -0.2264 -0.1712 1.0743  -0.5957
C: 0.3910 -1.0595 -0.0287  -1.1037
C: 1.9160 -0.9272 -0.1877  0.4883
C: 2.5846 -2.2916 -0.4497  -1.8610
C: 2.4086 0.0990 -1.2357  0.0234
C: 2.3092 -0.4135 -2.6067  0.1177
N: 2.2415 -0.8184 -3.6798  -0.6636
C: 1.7879 1.5296 -1.1435  1.8895
C: 2.8730 2.5138 -1.0492  -0.3192
N: 3.7282 3.2799 -0.9976  -0.7435
C: 0.9237 1.9585 -2.3543  -1.8525
N: -0.1771 1.0545 -2.6179  -0.2743
H: -1.5574 0.7539 -0.4060  0.0765
H: -1.4893 1.6023 1.1367  0.1433
H: -2.3707 0.0946 1.0210  0.3986
H: 0.5298 0.5032 1.4876  0.5329
H: -0.5107 -0.8273 1.8973  0.4196
H: 0.2118 -2.0984 0.2582  0.4808
H: -0.1140 -0.9073 -0.9834  0.4165
H: 2.2871 -0.5629 0.7746  0.4967
H: 2.9159 -2.7328 0.4906  0.4752
H: 1.8818 -2.9844 -0.9118  0.3974
H: 3.4561 -2.2117 -1.1019  0.3623
H: 3.4820 0.1955 -1.0485  0.5867
H: 1.2099 1.6391 -0.2250  -0.2877
H: 1.5841 2.0704 -3.2191  0.3681
H: 0.5419 2.9554 -2.1271  0.6275
H: -0.0565 0.5598 -3.4873  0.1890
H: -1.0592 1.5413 -2.6327  0.2308
O: -2.8645 -1.9756 1.9597  -0.5439
C: -2.4959 -3.0488 2.3426  0.5138
C: -3.3317 -4.2257 2.8106  -0.5872
C: -2.3069 -5.1117 3.5151  -0.4681
C: -1.0207 -4.7586 2.7747  -0.2677
O: -1.1888 -3.3808 2.3832  -0.2692
H: -3.7555 -4.7057 1.9262  0.2533
H: -4.1423 -3.8811 3.4469  0.3337
H: -2.5357 -6.1747 3.4803  0.3464
H: -2.2190 -4.8181 4.5620  0.2821
H: -0.8944 -5.3519 1.8651  0.1855
H: -0.1220 -4.8476 3.3763  0.2298
O: 1.5695 -5.9958 4.0474  -0.6248
C: 2.4023 -6.5733 3.4059  0.3879
C: 3.0128 -7.9366 3.6576  -0.3941
C: 4.2522 -7.9248 2.7690  -0.0038
C: 3.8258 -6.9766 1.6559  -0.4921
O: 2.9256 -6.0393 2.2804  -0.2875
H: 2.2919 -8.6961 3.3488  0.2626
H: 3.2239 -8.0644 4.7153  0.3620
H: 4.5492 -8.9046 2.4109  -0.0814
H: 5.0924 -7.4935 3.3160  0.2715
H: 3.2789 -7.4902 0.8619  0.2750
H: 4.6442 -6.4153 1.2123  0.3274
O: 0.1745 3.7350 0.4184  -0.5317
C: 0.7064 4.7864 0.6529  0.4635
C: 1.9759 5.0461 1.4384  -0.3892
C: 1.8876 6.5420 1.7369  -0.6215
C: 1.0769 7.0513 0.5512  -0.2426
O: 0.2064 5.9507 0.1999  -0.2684
H: 2.8226 4.7934 0.7972  0.1652
H: 2.0025 4.4157 2.3237  0.3800
H: 2.8508 7.0382 1.8322  0.3723
H: 1.3295 6.7021 2.6609  0.2667
H: 1.7076 7.2735 -0.3120  0.2682
H: 0.4403 7.9045 0.7563  0.1693
O: -0.8747 9.4447 0.0831  -0.6426
C: -2.0402 9.2539 -0.1259  0.4218
C: -2.6789 8.7226 -1.3933  -0.3539
C: -4.1565 9.0464 -1.1926  -0.4328
C: -4.2723 9.0131 0.3251  -0.1309
O: -2.9864 9.4565 0.8120  -0.3667
H: -2.4905 7.6474 -1.4323  0.2095
H: -2.2285 9.1898 -2.2648  0.3249
H: -4.8423 8.3557 -1.6762  0.2784
H: -4.3715 10.0511 -1.5588  0.2776
H: -4.4487 8.0079 0.7035  0.0391
H: -5.0369 9.6770 0.7187  0.3328
O: 4.8699 -11.0055 3.4422  -0.5577
C: 5.6970 -11.5642 2.7829  0.5997
C: 6.3335 -12.9200 3.0149  -0.5520
C: 7.5579 -12.8826 2.1037  -0.4506
C: 7.0953 -11.9366 1.0007  -0.4641
O: 6.1946 -11.0187 1.6471  -0.3371
H: 5.6139 -13.6836 2.7138  0.2596
H: 6.5647 -13.0497 4.0683  0.3143
H: 7.8651 -13.8544 1.7245  0.3198
H: 8.4017 -12.4434 2.6369  0.2694
H: 6.5451 -12.4560 0.2135  0.2648
H: 7.8986 -11.3602 0.5494  0.3045
O: -2.9810 3.0899 -5.3351  -0.5959
C: -1.9349 2.9175 -5.8859  0.4333
C: -1.5238 3.3311 -7.2870  -0.4106
C: -0.2722 2.4938 -7.5385  -0.5502
C: 0.2690 2.3108 -6.1244  -0.4024
O: -0.8940 2.2971 -5.2779  -0.2358
H: -1.3106 4.4016 -7.2712  0.2577
H: -2.3345 3.1431 -7.9854  0.2985
H: 0.4495 2.9538 -8.2098  0.3422
H: -0.5529 1.5249 -7.9533  0.2666
H: 0.9076 3.1408 -5.8140  0.2415
H: 0.8074 1.3767 -5.9780  0.3236
O: -8.3588 8.4224 -0.3864  -0.5783
C: -7.9759 7.3352 -0.0745  0.4228
C: -8.7830 6.0733 0.1598  -0.3989
C: -7.8037 5.1722 0.9082  -0.5389
C: -6.4605 5.6655 0.3812  -0.4207
O: -6.6572 7.0658 0.1086  -0.2401
H: -9.0593 5.6668 -0.8148  0.2627
H: -9.6877 6.3062 0.7142  0.2941
H: -7.9551 4.1081 0.7429  0.3337
H: -7.8717 5.3630 1.9798  0.2672
H: -6.1732 5.1723 -0.5495  0.2626
H: -5.6483 5.5689 1.0977  0.3338

Calculated values
Charge: 0
Relative energy (zero: lowest compared OMol25 entry of this formula, charge and spin), kcal/mol: 0.00
SMILES: CCC[C@@H](C)[C@@H](C#N)[C@@H](C#N)CN.O=C1CCCO1.O=C1CCCO1.O=C1CCCO1.O=C1CCCO1.O=C1CCCO1.O=C1CCCO1.O=C1CCCO1
2S+1: 1
Highest occupied orbital energy, eV: -8.858
Frontier orbital gap, eV: 9.314

3.
Entry from the OMol25 dataset: C38H60As2BF4N3OP2SbSe4Si2Tc as an isolated structure in a non-equilibrium geometry (ωB97M-V with the def2-TZVPD basis set).

Each line ends with the Mulliken charge.
Positions of all 119 atoms, in Å:
Tc: 0.0508 1.2500 -0.3650  -1.1476
Se: -1.2921 5.7099 -3.5578  -0.2559
Sb: -2.9675 6.9475 -2.4891  0.4319
Se: -0.9473 4.6617 -0.0475  0.0432
Se: -1.8187 2.6416 -0.7616  -0.1802
Se: -2.7471 6.0958 -0.0335  -0.3366
C: 2.8214 4.8416 -2.0268  -1.0193
Si: 3.4511 3.2404 -1.3294  0.4960
C: 4.7486 2.3254 -2.2640  -0.9385
C: 3.5278 3.2993 0.5093  -0.3896
As: 1.4290 1.8376 -2.0579  0.2859
Si: 1.3125 1.9722 -4.5526  0.4979
C: 2.2444 3.4741 -5.0961  -0.9636
C: -0.4816 2.0936 -4.9706  -0.6985
C: 2.1905 0.3758 -4.8681  -0.8421
H: 2.8804 5.6212 -1.2625  0.4427
H: 1.7775 4.7641 -2.3488  0.1069
H: 3.4123 5.1647 -2.8893  0.3929
H: 5.7305 2.7947 -2.1302  0.4871
H: 4.5165 2.2992 -3.3306  0.2501
H: 4.8000 1.3015 -1.8898  0.2525
H: 4.5591 3.4758 0.8383  0.6682
H: 3.1995 2.3575 0.9416  -0.1952
H: 2.8901 4.1033 0.8854  -0.0750
H: 1.6840 4.3733 -4.8382  0.2696
H: 2.3352 3.4432 -6.1900  0.4407
H: 3.2488 3.5486 -4.6742  0.2297
H: -0.6757 3.0666 -5.4228  0.5311
H: -1.1020 2.0076 -4.0752  -0.0024
H: -0.7863 1.3134 -5.6757  0.3056
H: 3.2137 0.4260 -4.4860  0.3094
H: 2.2356 0.1642 -5.9420  0.4985
H: 1.6903 -0.4580 -4.3683  0.1198
C: 0.7145 0.7591 5.0760  -0.9539
N: 0.9582 0.9938 3.6448  1.2166
C: 2.1433 0.2821 3.1449  -0.8724
P: 0.4547 2.3938 2.9653  -2.0909
O: 0.4166 2.2084 1.4446  1.3283
N: -1.0331 2.7972 3.5046  0.5968
C: -1.2473 3.4843 4.7814  -1.2624
C: -2.2282 2.1297 2.9877  -0.8298
N: 1.4370 3.6232 3.4071  0.9980
C: 2.5863 3.4308 4.2959  -0.9905
C: 1.0299 5.0246 3.2694  -1.2520
H: 1.5272 1.1445 5.7010  0.3044
H: 0.6365 -0.3151 5.2447  0.2312
H: -0.2193 1.2206 5.3944  0.2453
H: 3.0019 0.4303 3.8079  0.4423
H: 2.4094 0.6214 2.1527  -0.0670
H: 1.9377 -0.7872 3.0954  -0.1233
H: -0.3030 3.8134 5.2115  0.3633
H: -1.7441 2.8271 5.4987  0.4273
H: -1.8839 4.3585 4.6320  0.3307
H: -2.0172 1.6291 2.0483  -0.2784
H: -3.0165 2.8652 2.8146  0.3977
H: -2.6025 1.3830 3.6931  0.3767
H: 2.8961 2.3890 4.3158  0.2635
H: 2.3575 3.7530 5.3158  0.2914
H: 3.4287 4.0241 3.9357  0.3011
H: 0.0215 5.0957 2.8763  0.3838
H: 1.7072 5.5633 2.6015  0.2486
H: 1.0510 5.5193 4.2437  0.4245
C: -0.0384 -2.2906 -1.2055  -0.8198
C: -0.9468 -3.5099 -1.3454  -1.0663
As: 0.1424 -5.1118 -0.9078  0.1094
C: -1.3185 -6.3688 -0.6416  0.0733
C: -2.5724 -6.2242 -1.2259  0.0885
C: -3.5721 -7.1622 -0.9828  -0.7413
C: -3.3192 -8.2540 -0.1658  -0.4361
C: -2.0610 -8.4155 0.4040  -0.6541
C: -1.0648 -7.4800 0.1618  -0.2956
C: 0.3883 -4.5640 0.9580  -0.0629
C: -0.6537 -4.5753 1.8865  0.0083
C: -0.4378 -4.1370 3.1875  -0.8437
C: 0.8179 -3.6718 3.5697  -0.2409
C: 1.8550 -3.6381 2.6457  -0.5342
C: 1.6405 -4.0884 1.3456  -0.4077
P: -0.9442 -0.7038 -1.2851  1.9276
C: -2.1447 -0.9511 0.0590  0.7153
C: -1.5628 -1.1816 1.3131  -0.0600
C: -2.3634 -1.3975 2.4268  -0.5810
C: -3.7445 -1.3476 2.3076  -0.9920
C: -4.3257 -1.0945 1.0691  -0.9981
C: -3.5341 -0.9089 -0.0549  -0.6095
C: -1.7774 -0.6758 -2.8933  1.5529
C: -1.2149 -1.3842 -3.9572  -0.3559
C: -1.8342 -1.3890 -5.2000  -1.2026
C: -3.0171 -0.6863 -5.3930  -0.7267
C: -3.5577 0.0574 -4.3523  -1.0370
C: -2.9276 0.0847 -3.1164  -0.9845
H: 0.7616 -2.2896 -1.9423  1.1032
H: 0.4470 -2.3047 -0.2296  -0.5399
H: -1.3444 -3.6090 -2.3534  0.8139
H: -1.7833 -3.4694 -0.6498  0.5443
H: -2.7796 -5.3847 -1.8805  0.3297
H: -4.5498 -7.0359 -1.4341  0.3940
H: -4.0974 -8.9862 0.0170  0.3969
H: -1.8560 -9.2723 1.0355  0.3935
H: -0.0830 -7.6116 0.6034  0.3983
H: -1.6321 -4.9457 1.5991  0.4571
H: -1.2481 -4.1702 3.9082  0.4475
H: 0.9917 -3.3574 4.5930  0.5290
H: 2.8363 -3.2774 2.9356  0.3861
H: 2.4566 -4.0739 0.6303  0.3666
H: -0.4805 -1.2330 1.4240  -0.8723
H: -1.9013 -1.6124 3.3829  0.7010
H: -4.3723 -1.5167 3.1751  0.4880
H: -5.4046 -1.0522 0.9754  0.4601
H: -4.0050 -0.7650 -1.0173  0.6247
H: -0.2983 -1.9471 -3.8207  0.5915
H: -1.3961 -1.9549 -6.0155  0.4731
H: -3.5133 -0.7097 -6.3573  0.4280
H: -4.4711 0.6233 -4.5029  0.4704
H: -3.3332 0.7105 -2.3306  0.4861
F: 3.6446 0.4832 0.0189  -0.2335
B: 2.7803 -0.6166 -0.1539  -0.4516
F: 1.4468 -0.1998 0.4774  1.7682
F: 3.1833 -1.7375 0.5068  -0.0662
F: 2.5384 -0.8092 -1.5380  -0.1792

Calculated values
Charge: +2
2S+1: 1
Highest occupied orbital energy (alpha / beta), eV: -11.913 / -11.913
Frontier orbital gap (alpha / beta), eV: 4.475 / 4.469

The records above give, respectively, energy values of -24482.0004; -2701.0685; -17807.7416 hartree.